Below is C28H28Cl3N10O2S2SiYb as an isolated structure at a distorted geometry, with properties calculated with ωB97M-V with the def2-TZVPD basis set.

Last column: Löwdin spin population.
Positions of all 75 atoms, in Å:
Yb -0.811 0.329 0.671  0.0010
N -0.993 3.037 4.365  0.0001
C -0.867 2.069 3.398  0.0015
S -2.305 1.759 2.466  0.0214
N 0.427 1.686 3.307  0.0012
N 0.840 0.845 2.307  0.0001
C 2.072 0.563 2.164  -0.0001
C 3.119 0.944 3.211  0.0000
C 4.212 1.680 2.734  0.0000
C 5.140 2.218 3.582  0.0000
C 5.102 1.878 4.902  0.0000
C 4.006 1.201 5.469  0.0000
C 2.945 0.851 4.630  0.0000
C 2.520 -0.251 0.958  0.0001
C 3.782 -0.883 0.920  -0.0001
C 4.003 -1.915 0.011  0.0001
C 3.004 -2.262 -0.950  -0.0001
C 1.772 -1.592 -0.813  0.0001
N 1.483 -0.659 0.139  -0.0001
H -1.897 3.452 4.509  -0.0001
H -0.276 3.205 5.037  0.0000
H 4.390 1.670 1.673  0.0000
H 5.901 2.848 3.120  0.0000
H 5.971 2.043 5.519  0.0000
H 4.079 0.978 6.556  0.0000
H 1.998 0.409 4.945  0.0000
H 4.552 -0.540 1.557  0.0000
H 4.877 -2.486 0.117  0.0000
H 3.138 -3.012 -1.704  0.0000
H 0.976 -1.698 -1.596  0.0000
N 2.364 2.080 -7.120  0.0000
C 1.590 2.127 -5.967  0.0000
C 0.395 2.890 -5.809  0.0000
C -0.279 2.992 -4.620  0.0000
C 0.035 2.038 -3.590  0.0000
C 1.183 1.292 -3.680  0.0000
C 1.966 1.352 -4.835  0.0000
S -1.076 1.697 -2.169  0.0001
O -0.420 2.167 -0.949  0.0001
O -2.347 2.362 -2.385  0.0000
N -1.217 0.122 -2.006  0.0000
C -1.922 -0.635 -2.863  0.0000
N -2.204 -0.120 -4.135  0.0000
C -2.550 -0.991 -5.085  0.0000
C -2.798 -2.341 -4.893  0.0000
C -2.616 -2.700 -3.546  0.0000
N -2.251 -1.907 -2.539  0.0000
H 1.873 2.610 -7.876  0.0000
H 2.526 1.188 -7.504  0.0000
H 0.066 3.524 -6.632  0.0000
H -1.106 3.690 -4.490  0.0000
H 1.446 0.608 -2.871  0.0000
H 2.963 0.908 -4.843  0.0000
H -2.554 -0.594 -6.067  0.0000
H -3.051 -3.070 -5.625  0.0000
H -2.777 -3.755 -3.278  0.0000
Cl -6.635 4.502 3.720  0.1336
Si -6.424 2.518 3.388  0.5702
Cl -6.247 1.521 5.155  0.1324
Cl -8.103 1.799 2.342  0.1384
C -2.536 -5.003 0.271  0.0000
C -2.360 -3.800 1.061  0.0000
C -2.562 -3.469 2.404  0.0000
C -2.115 -2.149 2.613  0.0000
N -1.805 -1.619 1.420  0.0001
N -1.909 -2.622 0.481  0.0000
C -1.893 -1.431 3.891  0.0000
H -2.461 -5.881 0.925  0.0000
H -1.691 -4.983 -0.487  0.0000
H -3.414 -5.030 -0.327  0.0000
H -2.748 -4.146 3.192  0.0000
H -1.923 -2.382 -0.565  0.0000
H -2.662 -0.658 3.979  0.0000
H -0.886 -0.900 3.975  0.0000
H -2.028 -2.168 4.735  0.0000

- Expectation value of S²: 0.752
- 2S+1: 2
- Energy relative to the best compared isomer or geometry (same formula, charge and spin): 0.0 kcal per mole
- LUMO (alpha / beta): -0.4826 / -1.3702 eV
- Kohn-Sham gap (alpha / beta): 5.84 / 4.96 eV
- Net charge: 0

Below is C28H28N3O3RuSTe as an isolated structure, with properties calculated with ωB97M-V with the def2-TZVPD basis set.

Last column: Löwdin spin population.
Positions of all 65 atoms, in Å:
Ru 0.455 0.824 -1.126  0.9500
O 2.477 1.689 0.728  0.0202
C 1.849 1.793 1.975  0.0007
C 0.482 2.389 1.755  0.0027
C -0.150 3.030 2.810  0.0009
C -1.413 3.562 2.630  -0.0004
C -2.006 3.446 1.385  -0.0001
C -1.319 2.792 0.381  -0.0004
N -0.097 2.265 0.557  0.0089
H 3.385 1.381 0.783  0.0005
H 2.401 2.448 2.657  0.0003
H 1.734 0.812 2.453  -0.0001
H 0.361 3.111 3.761  0.0002
H -1.920 4.063 3.444  0.0000
H -2.989 3.847 1.181  0.0000
H -1.735 2.688 -0.614  -0.0002
C 3.730 2.523 -3.312  -0.0014
C 2.392 2.177 -2.746  -0.0006
N 2.216 1.167 -1.939  0.0039
O 3.354 0.484 -1.530  0.0032
C 1.204 2.882 -3.091  0.0184
C 1.069 3.862 -4.207  0.0033
N 0.156 2.482 -2.376  -0.0052
O -1.009 2.884 -2.630  -0.0196
H 4.534 2.178 -2.670  0.0000
H 3.798 3.601 -3.447  -0.0001
H 3.853 2.055 -4.291  -0.0003
H 3.057 -0.443 -1.562  0.0011
H 1.807 3.676 -4.988  0.0002
H 1.179 4.896 -3.872  0.0013
H 0.071 3.760 -4.633  0.0004
C 0.415 -4.778 3.549  0.0027
C -0.629 -4.321 2.756  -0.0003
C -0.425 -3.297 1.844  0.0024
C 0.831 -2.697 1.710  0.0003
C 1.876 -3.189 2.496  0.0023
C 1.674 -4.211 3.410  -0.0004
C 1.112 -1.612 0.750  0.0123
C 0.271 -0.734 0.195  -0.0179
C -1.149 -0.526 0.572  -0.0027
C -1.522 -0.247 1.897  -0.0020
C -2.816 0.108 2.213  -0.0003
C -3.785 0.213 1.213  -0.0021
C -3.436 -0.041 -0.098  0.0001
C -2.129 -0.406 -0.421  -0.0018
H 0.252 -5.578 4.259  0.0002
H -1.610 -4.772 2.839  -0.0001
H -1.244 -2.974 1.215  0.0001
H 2.865 -2.756 2.383  0.0001
H 2.501 -4.569 4.009  -0.0001
H 2.161 -1.551 0.461  0.0007
H -0.773 -0.325 2.677  -0.0001
H -3.081 0.309 3.244  0.0000
H -4.800 0.492 1.466  -0.0001
H -4.173 0.035 -0.887  0.0001
H -1.887 -0.634 -1.450  -0.0003
Te 0.606 -0.927 -3.093  0.0180
C -0.794 -2.420 -2.633  0.0026
C -0.702 -3.404 -1.689  -0.0004
C -1.857 -4.230 -1.633  0.0000
C -2.805 -3.863 -2.541  -0.0021
S -2.296 -2.513 -3.459  0.0004
H 0.162 -3.524 -1.053  0.0008
H -1.974 -5.059 -0.950  0.0000
H -3.764 -4.322 -2.717  -0.0001

- Expectation value of S²: 0.763
- 2S+1: 2
- Energy relative to the best compared isomer or geometry (same formula, charge and spin): 2.2 kcal per mole
- LUMO (alpha / beta): 0.0656 / -0.3879 eV
- Kohn-Sham gap (alpha / beta): 7.37 / 6.91 eV
- Net charge: 0

Below is the molecule C28H28N4O2, with properties calculated with ωB97M-V with the def2-TZVPD basis set.

Last column: natural (NBO) charge in e.
Positions of all 62 atoms, in Å:
C -2.007 8.795 0.654  -0.2507
O -0.629 8.525 0.717  -0.4960
C -0.207 7.248 0.485  0.2846
C 1.171 7.039 0.556  -0.2456
C 1.699 5.787 0.339  -0.2349
C 0.871 4.701 0.043  0.2018
N 1.484 3.468 -0.159  -0.5752
C 0.957 2.250 -0.455  0.4181
N -0.349 2.137 -0.585  -0.5151
C -0.888 0.946 -0.850  0.0764
C -0.171 -0.216 -0.984  -0.2003
C -0.846 -1.493 -1.350  0.6754
O -0.593 -2.084 -2.387  -0.6239
N -1.808 -1.935 -0.502  -0.4330
C -1.996 -1.497 0.859  -0.2282
C -1.518 -2.595 1.813  -0.2255
N -2.159 -3.876 1.547  -0.4465
C -1.281 -5.028 1.690  -0.2278
C -0.132 -5.100 0.712  -0.0606
C 1.108 -4.562 1.035  -0.2165
C 2.141 -4.561 0.113  -0.2122
C 1.949 -5.104 -1.146  -0.2173
C 0.727 -5.670 -1.468  -0.2134
C -0.302 -5.671 -0.544  -0.1645
C -3.043 -3.860 0.402  -0.2284
C -2.473 -3.182 -0.849  -0.2417
C 1.247 -0.138 -0.885  -0.0180
C 2.068 -1.271 -1.043  -0.1849
C 3.428 -1.165 -0.946  -0.1858
C 4.020 0.074 -0.680  -0.2190
C 3.244 1.192 -0.517  -0.1927
C 1.842 1.122 -0.613  -0.0633
C -0.501 4.911 -0.027  -0.2586
C -1.033 6.170 0.191  -0.2791
H -2.414 8.584 -0.340  0.1748
H -2.565 8.222 1.403  0.1742
H -2.110 9.858 0.866  0.1989
H 1.808 7.878 0.784  0.2242
H 2.770 5.646 0.398  0.2009
H 2.490 3.501 -0.081  0.3899
H -1.965 0.955 -0.961  0.1948
H -1.418 -0.591 1.038  0.2369
H -3.054 -1.272 1.027  0.1938
H -1.733 -2.300 2.849  0.1914
H -0.430 -2.675 1.698  0.1910
H -1.906 -5.920 1.596  0.2041
H -0.890 -4.995 2.713  0.2010
H 1.278 -4.155 2.023  0.2098
H 3.096 -4.134 0.381  0.2131
H 2.750 -5.095 -1.870  0.2151
H 0.575 -6.109 -2.443  0.2160
H -1.248 -6.129 -0.798  0.2006
H -3.961 -3.342 0.705  0.1896
H -3.318 -4.887 0.157  0.2112
H -1.740 -3.819 -1.352  0.2323
H -3.282 -2.978 -1.562  0.1980
H 1.605 -2.220 -1.261  0.2417
H 4.053 -2.035 -1.080  0.2127
H 5.095 0.149 -0.607  0.2151
H 3.739 2.132 -0.317  0.1928
H -1.145 4.080 -0.256  0.2620
H -2.103 6.292 0.126  0.2165

- Energy relative to the best compared isomer or geometry (same formula, charge and spin): 51.1 kcal per mole
- LUMO: 0.3814 eV
- Kohn-Sham gap: 7.75 eV
- Net charge: 0